Record 1
{
  "formula": "C3H5ClFN",
  "method": "ωB97M-V with the def2-TZVPD basis set",
  "species": ["Cl", "F", "N", "C", "C", "C", "H", "H", "H", "H", "H"],
  "xyz": [[-0.765498, 2.339454, -0.618945], [-0.824679, 1.209802, 1.747455], [0.444838, -1.340912, 0.440514], [0.620602, -0.799129, -0.922861], [-0.681282, 0.860338, 0.453081], [0.568215, 0.114627, 0.277885], [1.468466, 0.660011, 0.636246], [-0.439422, -1.630905, 0.837725], [-0.305285, -0.664986, -1.496443], [1.504609, -0.981610, -1.560629], [-1.590563, 0.233311, 0.205970]],
  "atomic_forces_ev_per_a": [[0.088, -0.532, 0.615], [-0.013, 0.586, 0.588], [1.881, 0.825, -0.023], [-1.730, 0.636, 0.548], [-1.796, -0.181, -0.892], [1.459, -0.786, -0.718], [-0.616, -0.722, -0.110], [-0.289, -0.047, -0.827], [0.384, -0.349, -0.143], [-0.368, -0.144, 1.041], [1.000, 0.714, -0.079]],
  "largest_force_ev_per_a": 2.1,
  "e_lumo_ev": 0.9680,
  "charge": 0,
  "smiles": "F[C@@H](Cl)[C@@H]1CN1"
}


Record 2
{
  "formula": "C3H5ClFNOS",
  "method": "ωB97M-V with the def2-TZVPD basis set",
  "species": ["Cl", "S", "F", "O", "N", "C", "C", "C", "H", "H", "H", "H", "H"],
  "xyz": [[0.403179, -1.506920, -1.924020], [1.792109, 2.863475, -0.108812], [-1.994617, -1.502989, -1.070736], [-1.027607, 0.338095, 0.357930], [1.076393, 1.391545, 0.223921], [-0.188221, 1.407253, 0.290309], [-0.771195, -1.783490, -0.616192], [-0.481662, -0.905103, 0.589159], [0.603634, -0.793027, 0.727917], [-0.849499, 2.292313, 0.214116], [-0.877777, -1.256012, 1.571287], [-0.688080, -2.874798, -0.418335], [3.003343, 2.329658, 0.163456]],
  "atomic_forces_ev_per_a": [[0.099, 0.231, -0.136], [1.172, 0.196, 0.206], [-1.031, -0.036, -0.400], [0.130, 1.681, 0.127], [-1.818, -1.064, 0.192], [-0.714, 0.522, -0.568], [0.804, -1.215, 0.610], [1.320, -0.830, 1.074], [-0.215, -0.361, -0.142], [0.582, -0.217, 0.024], [-0.082, -0.294, -0.954], [-0.156, 0.759, 0.150], [-0.092, 0.629, -0.182]],
  "largest_force_ev_per_a": 2.1,
  "e_lumo_ev": 0.8170,
  "charge": 0,
  "smiles": "F[C@@H](Cl)CO/C=N/S"
}


Record 3
{
  "formula": "C3H5ClFNS2",
  "method": "ωB97M-V with the def2-TZVPD basis set",
  "species": ["Cl", "S", "S", "F", "N", "C", "C", "C", "H", "H", "H", "H", "H"],
  "xyz": [[-1.530976, -0.921617, -0.618829], [0.085985, 0.031968, 2.502065], [1.817226, -1.076606, -0.317613], [-0.782669, 1.151908, -2.139721], [-0.344217, 1.359875, 1.459335], [0.891707, -0.031185, -1.410586], [-0.423741, 0.438553, -1.006309], [-0.393283, 1.386492, 0.198390], [-0.223600, 2.464596, -0.120454], [1.455983, 0.846863, -1.658110], [2.594932, -0.096466, 0.382048], [0.606286, -0.572281, -2.243390], [0.147048, -0.910453, 1.561945]],
  "atomic_forces_ev_per_a": [[0.005, 0.423, -0.549], [-1.132, 0.926, -0.774], [1.567, 0.525, 1.110], [-1.111, -0.117, 0.768], [1.155, -1.282, 0.821], [1.358, 0.108, 1.118], [-0.856, 0.724, 1.929], [0.273, 2.532, -0.583], [-0.915, -1.124, -0.314], [0.405, 0.262, -0.433], [-1.241, -1.168, -1.033], [0.441, -1.334, -2.155], [0.050, -0.474, 0.095]],
  "largest_force_ev_per_a": 2.6,
  "e_lumo_ev": 0.3428,
  "charge": 0,
  "smiles": "F[C@](Cl)(/C=N\\S)CS"
}


Record 4
{
  "formula": "C3H5ClN2",
  "method": "ωB97M-V with the def2-TZVPD basis set",
  "species": ["Cl", "N", "N", "C", "C", "C", "H", "H", "H", "H", "H"],
  "xyz": [[-0.810924, 1.632402, -0.139851], [1.589065, -0.991334, 0.602504], [1.081597, -0.923694, -0.788137], [-0.388228, -1.026596, -0.749714], [0.516367, -0.427590, 1.203380], [-0.713842, -0.133414, 0.290916], [1.430699, -1.603174, -1.440590], [0.711542, -0.148427, 2.167467], [-0.881519, -0.670590, -1.731366], [-1.005344, -1.935680, -0.413332], [-1.650098, -0.462166, 0.627233]],
  "atomic_forces_ev_per_a": [[0.138, -0.507, 0.197], [-5.522, 2.470, -1.240], [-0.394, -1.729, -0.103], [-0.487, -0.443, -3.814], [2.628, -1.801, -2.601], [1.273, 1.920, 2.833], [0.904, -0.423, 0.337], [-0.253, 0.709, 2.525], [1.080, -0.730, 1.238], [1.923, 0.019, -0.753], [-1.290, 0.516, 1.381]],
  "largest_force_ev_per_a": 6.2,
  "e_lumo_ev": 0.5929,
  "charge": 0,
  "smiles": "Cl[C@@H]1C=NNC1"
}


Please write out number 2 again, unchanged.
{
  "formula": "C3H5ClFNOS",
  "method": "ωB97M-V with the def2-TZVPD basis set",
  "species": ["Cl", "S", "F", "O", "N", "C", "C", "C", "H", "H", "H", "H", "H"],
  "xyz": [[0.403179, -1.506920, -1.924020], [1.792109, 2.863475, -0.108812], [-1.994617, -1.502989, -1.070736], [-1.027607, 0.338095, 0.357930], [1.076393, 1.391545, 0.223921], [-0.188221, 1.407253, 0.290309], [-0.771195, -1.783490, -0.616192], [-0.481662, -0.905103, 0.589159], [0.603634, -0.793027, 0.727917], [-0.849499, 2.292313, 0.214116], [-0.877777, -1.256012, 1.571287], [-0.688080, -2.874798, -0.418335], [3.003343, 2.329658, 0.163456]],
  "atomic_forces_ev_per_a": [[0.099, 0.231, -0.136], [1.172, 0.196, 0.206], [-1.031, -0.036, -0.400], [0.130, 1.681, 0.127], [-1.818, -1.064, 0.192], [-0.714, 0.522, -0.568], [0.804, -1.215, 0.610], [1.320, -0.830, 1.074], [-0.215, -0.361, -0.142], [0.582, -0.217, 0.024], [-0.082, -0.294, -0.954], [-0.156, 0.759, 0.150], [-0.092, 0.629, -0.182]],
  "largest_force_ev_per_a": 2.1,
  "e_lumo_ev": 0.8170,
  "charge": 0,
  "smiles": "F[C@@H](Cl)CO/C=N/S"
}